Record 1
120
Properties=species:S:1:pos:R:3:mulliken_charge:R:1 method="wB97M-V/def2-TZVPD" charge=0 lumo_energy_ev=0.281 homo_energy_ev=-10.7 e_above_lowest_kj_mol=695.3 homo_lumo_gap_ha=0.404 max_force_ha_per_bohr=0.141
O 0.3649 3.8466 -1.5027 -0.05
H 0.0990 2.9052 5.4626 0.36
H -1.0715 0.7597 5.2562 0.55
H 0.6932 0.6046 5.1163 0.31
F 6.5154 2.8795 1.6360 -0.28
H 5.0861 0.5661 -6.1068 0.29
C -3.8153 6.5140 -0.7657 0.07
O -3.6331 5.8606 0.4553 -0.23
F 1.4871 -0.7059 -3.6780 -0.27
C -1.8603 -8.0562 1.1568 -0.25
F -6.8044 1.9954 3.7725 -0.18
F 1.6695 3.4504 1.2945 -0.28
C -5.3886 0.4734 5.0325 0.31
H -3.6634 -0.2506 1.4349 0.25
H -2.0257 -9.1185 3.0516 0.34
O 0.3731 2.8372 3.3695 0.11
C -3.7048 -0.6721 3.6413 0.23
H -0.6034 -3.7043 -2.3943 0.21
H -3.4720 -8.3367 2.7085 0.30
O -2.8356 -5.7343 2.4547 -0.52
H -3.6364 -1.4309 4.4208 0.52
H 0.6732 1.0599 1.4931 0.03
H 0.2944 6.6843 -4.8087 0.30
H -0.5881 0.2352 3.9036 0.06
O 4.8137 -0.8649 -4.2409 -0.21
F -3.3867 4.7940 2.8611 -0.21
C 1.1393 6.3370 -4.2141 -0.42
H -3.0444 -9.7657 1.8970 0.39
O -0.7084 -5.6034 -3.5602 -0.33
O -4.8774 0.1834 6.1427 -0.57
H 5.6772 -2.2976 -5.4018 0.35
H -3.9273 8.4814 -1.6119 0.40
C 3.5591 -1.5442 -4.2423 -0.25
O -0.3528 4.9950 3.5377 -0.56
C 4.5405 1.7578 1.0103 0.50
O -4.8436 0.2011 3.8161 -0.28
F 0.7300 5.4349 1.0487 -0.24
H 1.0451 4.8417 -5.7620 0.27
C 0.5865 -6.6033 -5.4255 0.85
C -0.1966 2.4246 4.5300 -0.05
C 5.2681 3.0735 1.2755 0.83
S 0.2141 4.4996 -2.8632 0.83
H 3.4429 -0.8556 2.6879 0.33
C 0.3094 -5.3662 -4.5352 0.42
O 1.0171 -4.3456 -4.6533 -0.52
H 6.7831 0.1674 -6.5008 0.32
H -4.7730 6.1310 -1.1181 0.29
C -1.6545 -5.8170 2.2453 0.20
H 4.6957 -2.4200 1.1563 0.32
C -0.6809 -4.6943 2.6844 1.06
O 3.9753 1.5317 -0.0872 -0.43
C -3.4198 3.8374 1.9591 0.83
O 1.2368 -0.3061 -0.4981 -0.87
H -1.0180 -5.0132 -0.2464 -0.07
C -2.6291 -8.8045 2.1999 -1.30
O 4.5541 0.8541 2.0987 -0.36
F -4.4649 3.0039 2.0082 -0.20
H -2.9649 8.4436 -0.1311 0.31
C -0.0914 0.7902 0.7645 0.46
C 5.0480 -1.4849 1.5918 -1.43
F 2.3509 -2.3049 -2.4471 -0.22
C -3.7913 7.9686 -0.6597 -1.32
H 0.5048 -5.2512 -0.7872 0.29
C 1.6237 5.0093 -4.8536 -0.41
H -3.0756 6.2121 -1.5073 0.13
H -2.8166 -1.6132 1.8792 -0.01
O -0.5313 -0.5120 0.9658 -0.06
C -0.5177 -5.3958 -1.1360 -0.78
H -2.4647 -7.5020 0.4387 0.35
C -6.8288 1.1998 4.8339 0.89
H 6.7875 -1.1878 -4.6674 0.29
O -1.0352 4.4510 -3.6301 -0.62
C 5.7824 -0.2369 -6.3487 -1.03
H 1.2625 1.6973 -0.7216 0.35
H -2.0602 -4.6706 -2.4801 0.26
C -3.7388 -1.0882 2.1283 -0.80
O -3.2221 3.8771 -0.5269 -0.58
H 5.5375 -0.7865 -7.2576 0.28
F 1.8003 -6.9125 -5.4710 -0.23
C 0.5222 0.9047 -0.6129 -0.55
C -3.4807 4.4993 0.5205 0.40
F 5.2834 3.8533 0.2109 -0.23
H -2.8692 0.0232 3.7209 -0.32
F -7.7199 0.2009 4.7866 -0.23
C -0.2092 0.9630 4.6212 -1.20
O 0.7365 6.0776 -2.8566 -0.33
H -1.3087 -8.6760 0.4499 0.44
H -0.1513 0.7140 -1.4484 0.19
H 2.6763 4.9876 -5.1358 0.33
F -0.1734 -7.5912 -5.0194 -0.25
H -4.6953 -1.5675 1.9198 0.42
O 1.3676 3.9932 -3.9008 -0.27
F -0.7597 -4.4725 4.0230 -0.26
F -2.3007 3.1033 2.0012 -0.29
C 0.3585 4.1325 3.0178 0.08
O 3.3466 -2.4162 -5.1028 -0.57
F 2.3869 5.1403 2.4353 -0.26
F 4.7962 3.6188 2.3749 -0.25
C -0.9732 -4.7292 -2.4248 -0.09
H 1.9690 7.0152 -4.4137 0.35
O -1.0424 -6.9802 1.6807 -0.25
H -1.2490 2.7001 4.4632 0.15
C 2.6061 -1.2216 -3.1512 1.54
H -0.6266 -6.4801 -1.1608 0.45
H 5.5962 -1.6900 2.5114 0.38
F 0.5804 -4.8830 2.3367 -0.21
H 3.2882 -0.4843 0.9975 -0.37
C 3.9833 -0.4426 1.8361 0.72
F -1.1728 -3.5135 2.0928 -0.27
C 5.8050 -1.2484 -5.1354 -0.24
H 5.7886 -1.0252 0.9374 0.36
F 0.1930 -6.2956 -6.6553 -0.27
F 3.1158 -0.2455 -2.4394 -0.16
H -0.8833 1.5295 0.8847 -0.14
S 0.1870 -1.5362 -0.0210 1.69
C 1.2955 4.5655 1.9284 1.03
H -4.7103 8.2820 -0.1642 0.35
F -7.0297 1.9781 5.8854 -0.25
O 0.8934 -2.6574 0.5701 -0.45
O -0.7432 -1.7381 -1.1429 -0.76



Record 2
47
Properties=species:S:1:pos:R:3:mulliken_charge:R:1 method="wB97M-V/def2-TZVPD" charge=0 lumo_energy_ev=0.445 homo_energy_ev=-9.5 homo_lumo_gap_ha=0.364 max_force_ha_per_bohr=0.022
H -3.5311 -3.0933 -1.0438 0.31
O -1.1534 1.4355 0.3211 -0.25
C 0.7654 2.5407 -0.6931 -0.48
H -0.9569 -4.5378 1.0377 0.55
H 1.7684 4.8411 -1.2484 0.39
H 4.6248 5.5447 -4.3379 0.48
F 3.9961 7.5211 -3.0897 -0.28
O -2.8997 -5.2147 4.5913 -0.07
C -0.6312 -0.6384 0.4930 0.52
C 0.4844 0.0145 -0.0959 -0.34
N -1.5855 0.2279 0.7362 -0.56
H 4.5766 3.1427 -4.9350 0.38
C 3.1968 5.3052 -2.7605 -0.25
H 0.0029 3.2637 -1.0141 0.45
H -4.8621 -3.3145 0.0964 0.36
N -1.8318 -2.6563 1.1216 -0.01
C -3.1055 -4.5656 0.4978 -0.78
C 3.1866 6.7514 -2.3545 0.92
C 0.0879 1.3166 -0.1793 -0.07
H 1.4064 -0.4303 -0.3996 0.51
H -0.5799 -1.9356 3.8208 0.22
C 2.3724 4.4408 -2.0471 -0.21
H -3.7010 -2.1027 1.8300 0.18
F 1.9564 7.2934 -2.4466 -0.26
C 2.3499 3.0937 -2.3839 0.72
H 3.1199 1.5878 -3.6785 0.44
C -1.3643 -3.8923 3.9343 0.57
H -2.7687 -5.1813 -0.3334 0.33
O 1.5926 2.1516 -1.7675 -0.30
C 3.9937 4.8570 -3.7986 -0.79
H -3.7779 -5.1565 1.1157 0.40
O 0.4037 -2.7001 0.8898 -0.70
C 3.9618 3.5095 -4.1283 -0.41
C 3.1533 2.6370 -3.4331 -0.66
C -1.9102 -4.0931 1.3492 -0.09
H 0.4864 -3.1865 3.1869 0.32
N -1.8901 -4.4333 4.9973 -0.55
C -2.1075 -4.3800 2.8026 0.19
H -3.1588 -1.1936 0.4081 0.64
C -3.7799 -3.2761 0.0019 -0.68
F 3.5627 6.9178 -1.0713 -0.26
H 0.2584 -3.0141 4.9481 0.42
C -0.6496 -2.0823 0.8358 0.57
H 1.3650 2.9930 0.1122 0.38
C -0.2246 -2.9544 3.9772 -1.13
C -3.1712 -2.1751 0.8744 -0.70
N -3.0316 -5.1788 3.2607 -0.42



Record 3
52
Properties=species:S:1:pos:R:3:lowdin_spin:R:1 method="wB97M-V/def2-TZVPD" spin_multiplicity=2 charge=+2 lumo_energy_ev="-7.484 / -7.957" homo_energy_ev="-14.3 / -14.3" e_above_lowest_kj_mol=0.0 s2=0.767 homo_lumo_gap_ha="0.251 / 0.234" max_force_ha_per_bohr=0.017
H -5.4383 1.7882 -0.4339 0.00
H 1.8431 5.6704 0.5790 0.00
O 5.0423 -4.9998 -3.7779 0.32
H -0.3850 3.7085 2.9634 0.00
H 0.4760 0.0057 2.7539 0.00
N 3.0734 -3.0455 -1.3100 0.00
H -1.3449 -0.7576 -1.6971 0.00
N -2.2664 -0.5330 -2.0338 0.00
Re -1.0582 2.0252 0.9414 0.00
H 2.2594 -0.8159 -1.7111 0.00
C -4.5802 2.0025 -1.0732 0.00
C -1.1045 2.0811 3.9977 0.00
I -0.1320 4.1963 -0.4222 0.00
S 3.7462 -4.5177 -3.3763 -0.06
C 1.7217 -1.2792 1.5805 0.00
H -2.7088 -1.1735 -2.6731 0.00
N -2.3742 1.3496 -0.6136 0.00
C 1.8771 -0.6553 -0.7122 0.00
O 2.7154 -5.5402 -3.5290 0.41
H -6.0122 0.5556 -2.7488 0.00
C -1.9068 0.8914 3.4943 0.00
O -2.0425 0.8694 2.1525 0.00
H 0.7629 1.0942 -1.2271 0.00
C 3.0301 -2.7453 -0.0124 0.00
O 3.3430 -3.3249 -4.0900 0.34
C -2.9181 0.4981 -1.5263 0.00
I 2.9456 3.3517 1.3041 0.00
O -2.3887 0.0815 4.2184 0.00
O -3.0485 3.0552 0.6126 0.00
H -5.1293 -0.9402 -2.4530 0.00
C 3.6929 -3.5136 0.9278 0.00
N 0.5259 0.6323 0.7830 0.00
C 1.9069 4.7104 0.0812 0.00
H -0.4662 1.7537 4.8147 0.00
C 4.4044 -4.6087 0.4536 0.00
C 3.7777 -4.1118 -1.6343 -0.01
H 4.9509 -5.2587 1.1256 0.00
C 0.8895 -0.1915 1.7746 0.00
C 2.2140 -1.5458 0.3123 0.00
H 2.4174 4.7862 -0.8716 0.00
H -4.8177 2.8562 -1.7111 0.00
N 4.4503 -4.9144 -0.8377 0.00
H -1.8162 2.8039 4.3939 0.00
H -4.6415 0.1503 -3.7838 0.00
C -3.3322 2.2350 -0.2741 0.00
N -4.1628 0.8321 -1.8444 0.00
C -5.0270 0.0995 -2.7654 0.00
N -0.3113 2.6979 2.8952 0.00
H 0.6771 2.4914 3.0188 0.00
H 1.9446 -1.9166 2.4246 0.00
C 1.0438 0.3999 -0.4433 0.00
H 3.6817 -3.2840 1.9837 0.00



Record 4
59
Properties=species:S:1:pos:R:3:mulliken_charge:R:1 method="wB97M-V/def2-TZVPD" charge=0 lumo_energy_ev=0.340 homo_energy_ev=-8.2 e_above_lowest_kj_mol=43.6 homo_lumo_gap_ha=0.315 max_force_ha_per_bohr=0.023
H -0.1386 -6.4597 1.7734 0.36
H -1.6600 -2.2807 3.3217 0.48
H 3.6977 -0.3483 -0.3873 0.30
O -3.5407 3.5620 -1.5140 -0.65
H 3.0581 3.1574 -0.2994 0.26
H -0.3790 6.9569 -2.3517 0.40
C 3.6050 -0.4120 0.6934 -1.46
C -0.0199 -3.1919 -0.6097 0.66
H -0.8775 7.4148 -0.7260 0.40
H -5.2525 1.6355 -1.3480 0.47
H 4.2678 0.3215 1.1444 0.39
H -1.2036 -4.6544 0.4294 0.54
O -0.3417 0.5284 0.6127 -0.57
S -4.1321 -0.0179 -0.0564 -0.26
H -3.3461 -1.7860 1.6312 0.46
C 0.8209 -5.2880 0.2547 0.93
C 1.2431 -2.9063 -1.1298 -1.11
C -4.2254 1.2731 -1.3322 -0.66
C 0.2091 2.7371 -0.0146 0.12
C -0.2218 -4.3911 0.0655 -0.59
H 0.1705 -7.3181 0.2669 0.32
H -0.4646 -2.7184 2.0930 0.23
N -2.1496 -0.6264 -1.8053 -0.16
C 0.9616 6.3191 -0.8083 0.96
H -1.8416 1.1972 -0.2349 0.04
C 2.4980 3.8405 0.3367 -1.20
C 2.1700 -0.1514 1.1107 0.44
O 1.8020 1.1618 0.6872 -0.22
C 0.4285 4.9776 -0.5909 0.57
C -3.2801 2.4389 -1.1386 0.63
C 0.5149 1.3885 0.4524 1.08
C 2.2840 -3.7930 -0.9401 -0.73
H 2.8982 -5.6600 -0.0948 0.41
H -1.0077 -1.0441 2.2340 0.07
H 1.5033 -6.9851 1.3710 0.38
S -1.2485 4.6468 -0.9964 -0.30
H -2.7153 -3.4061 1.2999 0.27
C -1.0703 3.0333 -0.4732 0.14
C 0.5778 -6.5854 0.9642 -1.53
C 2.0784 -4.9723 -0.2436 -0.67
H -3.9842 0.7902 -2.2822 0.30
H 1.3799 -1.9904 -1.6821 0.58
C -2.4556 -2.3434 1.3266 -0.62
H 2.5753 3.4744 1.3586 0.29
H 2.0603 -0.2057 2.2003 0.25
C -1.3198 -2.0824 2.3093 -0.76
H 3.8988 -1.4068 1.0154 0.43
C -2.7445 -0.8823 -0.6685 -0.14
H 0.4678 8.2725 -1.5091 0.37
H 2.9292 4.8334 0.2678 0.40
C -1.0696 -2.2111 -0.8295 0.72
O 2.1060 6.6338 -0.5477 -0.64
H 1.4884 -0.8788 0.6563 -0.25
N -1.1045 -1.4518 -1.8957 -0.80
H 3.2626 -3.5664 -1.3364 0.45
C -0.0201 7.3091 -1.3871 -1.53
N -2.0931 2.1375 -0.5526 0.29
C 1.0731 3.8676 -0.0886 -0.75
N -2.1220 -1.8934 -0.0020 0.22